C21H22ClN3O3 | the ωB97M-V functional and the def2-TZVPD basis

The geometry in XYZ format:
```
50
Properties=species:S:1:pos:R:3:forces:R:3:nbo_charge:R:1
O -0.10688 -1.15291 -2.16661 1.196 0.698 -10.678 -0.60
C -0.06318 -1.28505 -1.04530 -3.993 0.394 5.366 0.66
N -1.23445 -1.27872 -0.41553 -7.475 -0.856 1.985 -0.44
C -1.55998 -1.39619 1.01038 -2.870 -0.020 -0.334 -0.22
H -0.65254 -1.58672 1.43360 2.213 0.369 2.205 0.20
C -2.44361 -0.18874 1.48425 2.755 1.068 -2.215 -0.25
N -3.73820 -0.19743 0.88680 0.761 2.458 -5.701 -0.42
C -3.42712 -0.01015 -0.83344 -4.557 -4.725 3.114 -0.23
C -2.69006 -1.25554 -1.22459 4.239 2.896 1.711 -0.21
H -2.35647 -1.29568 -2.20130 0.073 -0.198 -2.147 0.23
H -3.29847 -1.96856 -0.89329 -1.600 -3.969 1.122 0.19
H -4.47153 0.09378 -1.32905 1.886 -0.336 0.869 0.22
H -2.80528 0.68476 -1.10982 2.963 5.066 -0.540 0.18
C -4.49603 1.09864 1.19190 -1.225 -4.529 -0.926 -0.25
C -5.91722 0.82081 0.47626 4.754 0.409 5.741 -0.02
C -6.66214 1.86465 0.15305 2.538 5.350 -4.153 -0.20
C -7.83933 1.55830 -0.40913 -4.350 8.646 -1.292 -0.16
C -8.52030 0.42646 -0.30349 -0.951 3.080 -2.538 -0.27
C -7.69933 -0.47693 0.12186 -4.666 -9.442 4.011 -0.13
C -6.55475 -0.35851 0.79742 1.795 0.417 -2.521 -0.25
H -6.03268 -1.23375 1.03202 0.765 -0.906 1.043 0.24
H -8.39273 -1.45917 0.40272 2.329 1.496 -0.968 0.18
H -9.48877 0.45652 -0.71281 -1.074 -1.053 -0.133 0.23
H -8.46191 2.60395 -0.73299 1.507 -3.009 0.429 0.18
H -6.12176 3.03752 -0.28119 -1.645 -3.780 2.015 0.20
H -4.03413 2.02236 0.85618 0.193 0.087 0.390 0.20
H -4.55378 0.79153 2.24692 -0.644 1.931 0.291 0.22
H -2.55266 0.03713 2.47466 -0.431 -0.987 3.390 0.21
H -1.84826 0.75239 1.32447 -0.208 -0.274 -1.069 0.15
H -2.18838 -2.27797 1.36652 0.617 0.414 -1.370 0.19
C 1.05986 -1.23778 -0.24120 2.991 -9.523 -0.142 -0.49
H 1.11170 -0.45174 0.26321 0.499 6.978 4.396 0.22
C 2.29898 -1.46686 -1.08206 -1.959 -3.340 -4.284 -0.22
N 3.47658 -1.45908 -0.39891 3.664 6.756 2.803 -0.43
C 4.13382 -0.22134 -0.12746 1.481 3.698 1.518 0.15
C 3.96424 1.35799 -0.45716 -6.492 -13.462 -1.837 -0.23
C 4.87164 2.10534 -0.23066 9.164 3.979 7.758 -0.09
C 5.95539 1.78036 0.96877 -3.711 -0.564 -5.848 -0.17
C 6.17690 0.48563 1.08240 1.881 -0.967 3.199 -0.23
C 5.17086 -0.37310 0.73515 -0.363 -5.358 -1.408 0.21
O 5.35738 -1.92529 1.01804 -5.097 3.953 -1.549 -0.46
C 4.03505 -2.29076 0.48122 2.758 -9.966 -2.554 0.84
O 3.76432 -3.56160 0.28223 0.650 5.070 2.508 -0.63
H 7.00368 0.02474 1.68203 -0.663 0.668 -0.576 0.25
H 6.53534 2.59494 0.94068 2.720 2.536 1.137 0.21
Cl 4.74951 3.68996 -0.49152 -0.078 4.327 -1.279 0.08
H 3.15103 1.32939 -1.04400 -2.804 1.599 -2.215 0.22
H 2.40616 -2.65766 -1.49406 -1.302 3.248 0.531 0.26
H 2.24931 -0.68619 -2.01793 0.589 -2.126 2.309 0.25
H 0.87076 -2.12994 0.54323 1.177 1.800 -1.563 0.23
```
Positions in Å, forces in eV/Å.

Calculated values
largest force on an atom = 15.06 eV/A
frontier orbital gap = 8.878 eV
E = -1663.05789 Eh
energy relative to the best compared isomer or geometry (same formula, charge and spin) = 17.464 eV
total charge = 0
highest occupied orbital energy = -0.3200 Eh


C21H22ClN4O2Os | the ωB97M-V functional and the def2-TZVPD basis

The geometry in XYZ format:
```
51
Properties=species:S:1:pos:R:3:forces:R:3:lowdin_spin:R:1
Os 0.04729 0.29985 -0.58857 0.106 -0.008 0.009 3.05
C 1.75098 0.66803 2.00697 -0.024 0.020 -0.030 0.02
C 2.31895 -0.71115 1.69649 0.006 -0.019 0.016 0.00
C 2.68477 -1.01139 0.26290 0.002 0.008 0.008 0.01
C 3.87504 -1.66458 0.00261 0.005 0.000 -0.005 0.00
C 4.23608 -2.00018 -1.29426 -0.008 0.009 0.012 0.03
C 3.38458 -1.66415 -2.33891 -0.001 -0.002 -0.001 0.01
C 2.22177 -1.00082 -2.04616 -0.028 0.010 -0.046 0.03
N 1.86256 -0.67761 -0.77310 0.028 -0.023 0.108 0.03
N 0.30907 0.79241 1.66291 -0.010 -0.020 0.074 0.18
C -0.55446 -0.12334 2.45243 0.006 0.017 -0.007 0.01
C -0.93137 -1.37877 1.70439 -0.001 -0.010 -0.008 0.02
C -1.44272 -2.48430 2.35329 0.000 0.009 -0.008 0.00
C -1.84689 -3.58467 1.60871 0.000 -0.005 0.012 0.02
C -1.72763 -3.55910 0.22228 -0.002 0.004 -0.006 0.00
C -1.20001 -2.43882 -0.37200 0.015 0.016 -0.012 0.02
N -0.80607 -1.36806 0.35909 -0.023 -0.029 0.071 0.06
C -0.16693 2.19421 1.74468 0.013 -0.003 -0.021 0.01
C -1.47135 2.30273 1.00131 0.014 -0.004 -0.005 0.01
C -2.47819 3.16394 1.37270 -0.006 0.010 -0.002 0.00
C -3.65254 3.20146 0.62791 0.004 0.003 -0.006 0.02
C -3.79427 2.35269 -0.46176 0.001 0.003 -0.003 0.00
C -2.75785 1.50886 -0.79130 0.018 -0.006 -0.013 0.02
N -1.60485 1.49246 -0.08124 -0.052 -0.013 0.061 0.02
H 2.29349 1.44133 1.45905 0.003 -0.003 0.004 0.00
H 1.87076 0.87989 3.07290 0.009 -0.013 0.003 0.01
H 1.65828 -1.49972 2.07149 -0.007 -0.001 -0.014 0.00
H 3.23281 -0.81861 2.27988 -0.001 0.011 0.001 0.00
H 4.52730 -1.91009 0.82954 0.002 -0.003 -0.001 0.00
H 5.17176 -2.51026 -1.48495 0.000 -0.001 -0.004 0.00
H 3.61939 -1.89794 -3.36778 0.001 -0.003 0.000 0.00
H 1.54897 -0.71064 -2.84145 0.001 -0.001 0.000 0.00
H -1.47671 0.40236 2.71045 0.001 0.000 -0.002 0.00
H -0.06654 -0.37635 3.39627 0.002 -0.009 -0.003 0.00
H -1.53008 -2.48268 3.43229 -0.002 -0.001 0.001 0.00
H -2.25265 -4.45632 2.10644 -0.002 -0.001 -0.002 0.00
H -2.03731 -4.39613 -0.38758 0.002 -0.001 -0.002 0.00
H -1.08251 -2.36300 -1.44673 -0.005 -0.010 -0.002 0.00
H 0.58506 2.84153 1.28483 -0.002 0.004 0.004 0.00
H -0.28020 2.51319 2.78345 -0.007 -0.002 -0.001 0.00
H -2.34993 3.80004 2.23867 0.006 -0.003 0.002 0.00
H -4.45207 3.87641 0.90579 0.000 0.001 0.002 0.00
H -4.69957 2.33890 -1.05251 0.001 -0.006 -0.002 0.00
H -2.82270 0.82934 -1.62881 -0.015 0.000 -0.002 0.00
Cl 1.41847 0.94411 -5.08215 0.008 0.004 0.001 0.01
C 0.03425 1.81563 -4.37887 0.005 -0.006 -0.001 0.00
C -0.20632 1.13844 -3.07206 0.031 0.032 0.099 0.04
O -0.97206 0.19912 -2.86811 -0.070 0.023 -0.097 0.15
O 0.53079 1.52746 -2.01707 -0.017 0.031 -0.188 0.19
H -0.82705 1.70587 -5.03155 0.006 -0.014 0.001 0.00
H 0.30839 2.85845 -4.24276 -0.013 0.005 0.006 0.00
```
Positions in Å, forces in eV/Å.

Calculated values
largest force on an atom = 0.19 eV/A
spin multiplicity = 5
frontier orbital gap (alpha / beta) = 9.116 / 6.523 eV
E = -1732.79545 Eh
total charge = +3
highest occupied orbital energy (alpha / beta) = -0.6840 / -0.7011 Eh


C21H22Co2NO6 | the ωB97M-V functional and the def2-TZVPD basis

The geometry in XYZ format:
```
52
Properties=species:S:1:pos:R:3:forces:R:3:nbo_charge:R:1
O -2.38637 1.67578 -1.58608 0.887 -0.652 0.273 -0.55
C -1.49500 0.95225 -1.42976 -1.074 0.311 -0.792 0.57
Co -0.13037 -0.05838 -1.09051 0.443 0.274 -0.339 -0.06
C 1.03614 1.22149 -1.36245 0.568 1.710 -0.231 0.46
O 1.67378 2.17686 -1.51566 -0.424 -0.819 0.206 -0.57
C -0.42279 -0.28261 0.60893 -0.397 -0.499 1.943 0.45
O -0.69733 -0.36628 1.73441 0.245 0.208 -0.946 -0.58
C -0.52579 -1.61353 -2.30063 -2.170 1.095 -1.016 -0.36
C -1.83441 -2.24765 -2.16050 -0.453 -1.119 0.117 0.04
C -2.54741 -2.25580 -0.93559 -0.175 -0.316 -0.479 -0.23
C -3.82994 -2.80569 -0.85477 0.282 0.168 -0.282 -0.21
C -4.44598 -3.32032 -2.00200 0.222 -0.005 -0.088 -0.25
C -3.71823 -3.38595 -3.19583 -0.001 -0.029 0.186 -0.22
C -2.41330 -2.90184 -3.27102 -0.242 0.389 0.412 -0.24
C 0.25426 -1.55799 -3.49671 -3.312 0.710 -1.956 -0.08
C 0.13691 -1.37025 -4.81377 0.509 -0.175 0.187 -0.57
Co 1.22659 -1.85017 -2.07136 4.943 -0.410 2.768 -0.11
C 1.53127 -1.97790 -0.31363 0.583 -1.461 1.653 0.54
O 1.90002 -2.30345 0.73753 -0.677 0.904 -1.311 -0.55
C 2.06922 -3.33782 -2.53020 0.121 -1.716 -0.512 0.62
O 2.60933 -4.31348 -2.83979 -0.669 1.576 0.448 -0.52
C 2.49891 -0.63953 -2.39646 2.558 0.425 -0.319 0.55
O 3.46766 -0.02858 -2.55010 -1.640 -0.598 0.028 -0.53
H -2.07809 -1.81394 -0.05724 -0.246 -0.180 -0.312 0.22
H -4.35580 -2.81468 0.10164 0.105 0.075 -0.258 0.20
H -5.48332 -3.66001 -1.96631 0.329 -0.008 0.001 0.20
H -4.16314 -3.82007 -4.08870 -0.039 0.030 0.153 0.20
H -1.84383 -2.96957 -4.20180 -0.242 0.038 0.354 0.22
H 1.03291 -1.37120 -5.44289 -0.368 -0.082 -0.007 0.19
H -0.83837 -1.22110 -5.28967 0.346 0.156 0.162 0.19
C -0.85924 5.04522 1.32992 0.001 0.142 -0.079 -0.60
C 0.29310 4.06064 1.22702 0.113 -0.373 0.164 -0.40
C 0.31986 3.10897 2.41912 -0.087 -0.103 0.061 -0.20
N 1.36050 2.10781 2.31369 0.272 0.015 -0.243 -0.62
C 1.51723 1.32274 3.52024 -0.021 0.030 0.011 -0.20
C 2.53551 0.19944 3.34483 -0.303 0.218 -0.145 -0.41
C 2.59404 -0.69016 4.57684 0.113 -0.119 0.001 -0.60
H -0.85608 5.71566 0.46744 -0.108 0.015 0.072 0.21
H -1.82443 4.52831 1.35806 0.125 0.052 -0.019 0.21
H -0.77214 5.65626 2.23541 -0.050 -0.049 -0.082 0.19
H 0.22435 3.47411 0.30211 0.020 0.124 0.192 0.22
H 1.24871 4.60361 1.19682 -0.123 -0.055 -0.081 0.18
H 0.41351 3.69692 3.35676 -0.048 0.005 -0.119 0.14
H -0.63315 2.55823 2.48985 0.115 0.227 -0.051 0.19
H 2.24942 2.50869 2.01539 -0.272 -0.031 0.127 0.35
H 1.82054 1.95964 4.37785 -0.072 -0.136 -0.001 0.14
H 0.52819 0.90544 3.76942 0.263 0.003 -0.068 0.19
H 2.26172 -0.38855 2.45858 0.087 0.143 0.204 0.23
H 3.51888 0.65037 3.15071 -0.082 -0.112 0.010 0.18
H 3.41300 -1.40728 4.48411 -0.074 -0.027 0.105 0.21
H 2.75631 -0.10081 5.48658 0.006 -0.066 -0.076 0.19
H 1.66263 -1.25387 4.70016 0.114 0.096 -0.026 0.21
```
Positions in Å, forces in eV/Å.

Calculated values
largest force on an atom = 5.68 eV/A
frontier orbital gap = 7.263 eV
E = -4085.12944 Eh
energy relative to the best compared isomer or geometry (same formula, charge and spin) = 0.234 eV
total charge = -1
highest occupied orbital energy = -0.1553 Eh